Record 1
Density functional theory data (ωB97M-V/def2-TZVPD) for 3 unconnected molecules or ions with the total composition C3H11O3 at a distorted geometry.

Charge   -1
Frontier orbital gap   7.5 eV
ΔE to the lowest compared entry with this formula, charge and spin   26.6 kcal/mol

Last columns: bonded neighbours and bond lengths (Å).
Positions of all 17 atoms, in Å:
1 C 0.00164 0.18542 0.53183  O2 1.441, C3 1.577, H5 1.092, H6 1.086
2 O -0.04109 1.20457 -0.48558  C1 1.441
3 C 1.09635 -0.95014 0.53883  C1 1.577, C4 1.555, H7 1.132, H8 0.997
4 C 1.02997 -1.92668 1.74672  C3 1.555, H9 1.100, H10 1.059, H11 1.129
5 H -0.95846 -0.33321 0.48463  C1 1.092
6 H 0.18076 0.78125 1.42190  C1 1.086
7 H 2.11855 -0.46685 0.49015  C3 1.132
8 H 0.90029 -1.48856 -0.27736  C3 0.997
9 H 1.84466 -2.66142 1.82673  C4 1.100
10 H 0.09682 -2.39392 1.56862  C4 1.059
11 H 0.98744 -1.23564 2.63875  C4 1.129
12 H -1.77972 0.08244 -3.04535  O14 0.922
13 H -0.76571 0.03289 -1.89728  O14 0.974
14 O -0.99533 -0.32030 -2.77510  H12 0.922, H13 0.974
15 H -0.94633 2.45933 -1.09425  O17 0.977
16 H -1.40283 3.70580 -0.40919  O17 0.937
17 O -1.36699 3.32502 -1.26403  H15 0.977, H16 0.937

These are the Mulliken partial charges, in e, on atoms 1 to 6: C -0.743; O -0.980; C -0.272; C -0.992; H 0.209; H 0.367



Record 2
Density functional theory data (ωB97M-V/def2-TZVPD) for 3 unconnected molecules or ions with the total composition C3H11O3 at a distorted geometry.

Charge   -1
Frontier orbital gap   7.7 eV
ΔE to the lowest compared entry with this formula, charge and spin   15.8 kcal/mol

Last columns: bonded neighbours and bond lengths (Å).
Positions of all 17 atoms, in Å:
1 C -0.23600 1.23825 -0.28714  O2 1.347, C3 1.600, H5 1.115, H6 1.117
2 O 0.67835 0.42652 0.27820  C1 1.347
3 C -1.76437 0.96157 0.09597  C1 1.600, C4 1.524, H7 1.094, H8 1.091
4 C -1.94620 -0.51201 0.43963  C3 1.524, H9 1.092, H10 1.095, H11 1.091
5 H -0.19171 1.26159 -1.40101  C1 1.115
6 H -0.02423 2.27187 0.07852  C1 1.117
7 H -2.37827 1.19860 -0.77785  C3 1.094
8 H -2.02023 1.67986 0.87595  C3 1.091
9 H -0.97920 -0.97127 0.65513  C4 1.092
10 H -2.21616 -1.08791 -0.45214  C4 1.095
11 H -2.58155 -0.68942 1.30849  C4 1.091
12 H 2.64603 -1.60219 0.35447  O14 0.974
13 H 2.49372 -0.43341 1.26285  O14 0.972
14 O 2.95702 -1.28714 1.22204  H12 0.974, H13 0.972
15 H 1.43908 -0.83764 -0.55640  O17 1.000
16 H 2.21610 -0.39776 -1.74422  O17 0.961
17 O 1.90763 -1.21951 -1.35250  H15 1.000, H16 0.961

These are the Mulliken partial charges, in e, on atoms 1 to 6: C -0.622; O -0.808; C -0.410; C -0.915; H 0.197; H 0.233



Number 1: LUMO 4.056 eV. Number 2: LUMO 4.284 eV.